No. 1
{"formula": "C23H30ClNO4Pt", "method": "wB97M-V/def2-TZVPD", "elements": ["C", "O", "C", "C", "C", "C", "C", "C", "C", "C", "C", "C", "C", "Cl", "C", "C", "C", "C", "O", "C", "C", "C", "C", "O", "N", "C", "C", "C", "O", "H", "H", "H", "H", "H", "H", "H", "H", "H", "H", "H", "H", "H", "H", "H", "H", "H", "H", "H", "H", "H", "H", "H", "H", "H", "H", "H", "H", "H", "H", "Pt"], "coordinates": [[3.249978, -1.766528, 1.777113], [3.558091, -0.890971, 0.633248], [3.629869, 0.478327, 1.088083], [3.036390, 1.534887, 0.038437], [2.605406, 0.886801, -1.385025], [1.811983, 1.948922, -2.349264], [0.299245, 2.006689, -1.820779], [-0.465550, 3.379789, -2.149518], [-2.022178, 3.205293, -2.367258], [-2.769978, 3.516508, -0.972288], [-1.880238, 2.805514, 0.128507], [-0.864690, 3.751072, 0.915251], [0.053953, 3.055253, 1.949654], [1.287131, 4.059387, 2.858490], [-0.023305, 1.524380, 2.206710], [-1.018920, 0.607467, 1.442746], [-1.963896, 1.278326, 0.378660], [-2.930359, 0.277022, -0.402601], [-3.645455, 0.595267, -1.382263], [-3.029950, -1.247082, 0.078763], [-2.177891, -1.848491, 1.039419], [-2.440273, -3.373200, 1.425042], [-1.135460, -4.295706, 1.453089], [-0.499636, -4.367514, 2.547242], [-0.624532, -5.106428, 0.349158], [0.753330, -4.708575, -0.053118], [-1.566908, -5.189138, -0.805285], [-1.038661, -0.982149, 1.717704], [-0.124012, -1.436237, 2.448852], [3.981959, -1.624163, 2.644069], [2.186467, -1.483116, 2.103373], [3.220509, -2.862237, 1.469087], [4.724398, 0.760227, 1.330001], [3.077542, 0.529051, 2.104128], [2.125536, 2.074949, 0.588857], [3.816986, 2.352732, -0.188056], [3.528355, 0.458037, -1.898978], [1.866076, 0.037122, -1.129319], [1.794848, 1.447248, -3.384909], [2.333112, 2.960469, -2.408260], [0.347103, 1.919169, -0.636662], [-0.323815, 1.089276, -2.139021], [-0.345506, 4.203085, -1.350190], [-0.004823, 3.819043, -3.113231], [-2.305163, 2.208098, -2.844020], [-2.388427, 4.018980, -3.101465], [-3.844881, 3.105681, -1.071963], [-2.907800, 4.641352, -0.780805], [-0.874736, 4.860703, 0.672415], [0.694058, 1.056067, 2.955457], [-3.846050, -1.906949, -0.389545], [-3.261033, -3.769927, 0.743142], [-2.880520, -3.374654, 2.491060], [1.429044, -5.626617, -0.234253], [1.266975, -4.047974, 0.740556], [0.720812, -4.135733, -1.047269], [-1.396576, -4.275858, -1.470812], [-1.259811, -6.106785, -1.435893], [-2.654265, -5.355049, -0.518984], [1.116141, 3.328893, 0.512724]], "forces_ev_per_angstrom": [[-0.90, -0.03, 0.37], [-0.18, 0.82, 1.08], [0.41, -0.11, 1.24], [1.85, 0.08, -1.67], [-1.01, 0.49, 0.56], [-0.07, -1.87, 0.61], [0.79, 1.71, -0.67], [0.03, 0.34, -1.63], [-0.18, 1.39, -0.28], [-0.49, -0.79, -0.05], [-0.79, -2.85, 0.72], [-0.29, -1.43, 0.04], [-5.30, -3.45, 3.94], [-1.05, -0.42, -0.98], [-2.19, -0.52, -1.44], [0.47, 3.90, -0.12], [1.69, 2.06, 1.18], [-1.83, -0.57, -1.50], [2.68, -0.40, 3.27], [1.77, -0.05, 1.66], [-1.01, 1.01, -1.41], [-0.30, 0.37, 0.36], [2.72, -1.25, 3.18], [-2.37, 0.80, -3.81], [-1.97, 2.47, 0.53], [1.38, -0.20, -0.33], [0.80, -0.80, -1.24], [1.84, -0.99, 1.38], [-3.45, 1.79, -2.70], [-0.90, -0.18, -1.29], [1.52, -0.53, -0.12], [0.34, 1.66, 0.09], [-1.63, -0.41, -0.56], [0.64, 0.24, -1.55], [2.52, -2.67, -0.19], [-1.05, -1.31, 0.47], [-1.27, 0.60, 0.85], [1.34, 1.10, -0.63], [0.00, 1.09, 1.39], [-0.76, -1.21, 0.08], [0.03, 0.00, -0.32], [1.01, 1.28, 0.81], [0.20, -1.19, -1.33], [-0.66, -0.81, 1.46], [0.42, 1.23, 1.00], [0.59, -1.30, 1.14], [1.85, 0.32, 0.57], [0.70, -1.65, -0.23], [-0.67, -1.37, 1.12], [-1.10, 0.70, -1.08], [1.34, 1.49, 0.52], [1.20, 0.65, 0.79], [0.94, -0.09, -1.56], [-1.19, 1.38, 0.38], [-1.05, -1.20, -1.14], [-0.02, -0.64, 1.30], [-0.69, -1.02, 0.65], [-0.51, 1.45, 0.98], [1.58, 0.35, -0.19], [2.25, 0.56, -5.70]], "nbo_charge": [-0.2763, -0.5465, -0.0785, -0.3565, -0.4120, -0.4541, -0.3417, -0.4481, -0.4025, -0.4956, 0.1978, -0.2999, -0.0957, 0.2549, -0.2745, 0.0450, -0.1736, 0.5077, -0.4745, -0.2149, -0.0439, -0.5371, 0.6765, -0.5401, -0.4534, -0.4263, -0.4392, 0.5620, -0.4483, 0.2008, 0.1834, 0.2284, 0.2230, 0.1813, 0.0381, 0.2473, 0.2797, 0.2255, 0.2793, 0.2300, 0.1357, 0.2898, 0.1813, 0.2679, 0.2588, 0.2654, 0.3041, 0.2534, 0.3114, 0.3051, 0.2769, 0.2507, 0.2878, 0.2330, 0.2222, 0.1796, 0.1732, 0.2380, 0.2210, 1.0171], "energy_ev": -49755.9057, "molar_mass_g_mol": 615.03, "total_charge": 2, "orbital_gap_ev": 2.47}

=====

No. 2
{"formula": "C3H3ClOS", "method": "wB97M-V/def2-TZVPD", "elements": ["C", "C", "C", "O", "S", "Cl", "H", "H", "H"], "coordinates": [[-0.626616, -0.829453, 0.475144], [-0.723783, 0.483064, -0.289833], [0.712803, -0.104396, 0.178208], [3.134095, 0.825333, -0.303786], [2.327432, -0.354008, 0.008107], [-2.280891, 1.930947, -0.065111], [-1.086532, -0.792471, 1.491881], [-0.818743, -1.733571, -0.184792], [-0.637763, 0.574554, -1.309814]], "forces_ev_per_angstrom": [[0.14, 0.11, -2.15], [0.92, 0.05, 2.47], [-2.19, 1.02, 0.65], [-0.22, -0.16, -0.23], [-1.79, 0.48, 0.60], [2.74, -2.03, 0.33], [0.86, -0.17, -0.84], [-0.03, 0.90, 1.33], [-0.44, -0.20, -2.18]], "nbo_charge": [-0.4475, -0.0296, -0.4205, -0.8652, 1.2272, -0.1744, 0.2666, 0.2319, 0.2113], "energy_ev": -28559.8796, "molar_mass_g_mol": 122.58, "e_above_lowest_ev": 4.305, "orbital_gap_ev": 8.43}

=====

No. 3
{"formula": "C5H11NO", "method": "wB97M-V/def2-TZVPD", "elements": ["C", "C", "N", "C", "C", "O", "C", "H", "H", "H", "H", "H", "H", "H", "H", "H", "H", "H"], "coordinates": [[-2.462884, 0.199910, -1.119447], [-2.175109, -0.422079, 0.079753], [0.171767, -0.158129, 0.622585], [0.858315, 0.196113, 1.854983], [0.818846, -0.116253, -0.505689], [0.159543, -0.168738, -1.626827], [2.353414, -0.013828, -0.616235], [-2.927862, 1.181685, -1.109925], [-2.760664, -0.428740, -1.961808], [-1.133185, 0.206557, -1.422274], [-1.950810, -1.483039, 0.084854], [-2.350862, 0.037233, 1.042907], [0.601248, -0.481784, 2.678446], [1.954335, 0.187820, 1.773285], [0.588850, 1.212689, 2.180415], [2.658201, -0.222626, -1.643316], [2.880926, -0.716002, 0.044055], [2.715927, 0.989218, -0.355769]], "forces_ev_per_angstrom": [[-0.58, -0.16, 0.44], [-0.38, 0.07, -0.29], [0.21, 0.14, -0.33], [0.12, -0.01, 0.12], [-0.12, 0.16, 0.40], [-0.82, 0.45, 0.06], [-0.15, 0.00, -0.08], [0.28, 0.00, 0.05], [0.38, 0.04, 0.11], [1.79, -0.75, -0.01], [0.12, 0.18, 0.10], [0.24, 0.06, -0.10], [-0.10, 0.04, -0.22], [-0.21, -0.06, -0.04], [-0.06, -0.20, -0.10], [-0.19, 0.04, 0.09], [-0.32, 0.11, -0.13], [-0.21, -0.14, -0.07]], "nbo_charge": [-0.7479, -0.0251, -0.5787, -0.4245, 0.6256, -0.7251, -0.7215, 0.2285, 0.2520, 0.4560, 0.2107, 0.2069, 0.1900, 0.1827, 0.1867, 0.2370, 0.2202, 0.2264], "energy_ev": -8898.0277, "molar_mass_g_mol": 101.15, "e_above_lowest_ev": 3.670, "orbital_gap_ev": [8.89, 8.89]}

=====

No. 4
{"formula": "C7H16OSi", "method": "wB97M-V/def2-TZVPD", "elements": ["C", "C", "O", "Si", "C", "C", "C", "C", "C", "H", "H", "H", "H", "H", "H", "H", "H", "H", "H", "H", "H", "H", "H", "H", "H"], "coordinates": [[0.468772, -0.840536, 1.127757], [0.529110, 0.004200, 0.098912], [-0.524676, 0.529780, -0.508715], [-2.084533, 0.315436, -0.311891], [-2.588259, -1.445713, -0.791481], [-2.901534, 0.974949, 1.232168], [1.802108, 0.429869, -0.559112], [2.624702, -0.764165, -1.202919], [2.686440, 1.299305, 0.498706], [-0.488664, -0.895424, 1.602210], [1.394864, -1.156227, 1.595214], [-2.275427, 1.410410, -1.391543], [-2.851742, -1.684333, -1.768845], [-1.651672, -1.986162, -0.455122], [-3.324689, -1.785513, -0.047541], [-3.372979, 1.933655, 1.071090], [-3.818140, 0.359207, 1.197131], [-2.311644, 1.010206, 2.135966], [1.566895, 1.128213, -1.337561], [2.714394, -1.614197, -0.439681], [3.575266, -0.317334, -1.513397], [2.230872, -1.288331, -2.110169], [3.174197, 0.564744, 1.199260], [2.079537, 2.036047, 0.841302], [3.346812, 1.781916, -0.161744]], "forces_ev_per_angstrom": [[0.21, 0.96, -0.09], [1.40, -0.91, -0.16], [2.09, 0.39, 0.10], [-2.82, 1.58, -2.12], [1.59, 0.38, 3.58], [-0.76, -0.60, -0.88], [1.39, -0.44, 0.75], [-0.41, -0.41, 1.02], [0.33, -4.69, -2.37], [-0.29, -0.70, 0.56], [-0.36, -0.21, 0.08], [-0.96, -0.88, 0.45], [-0.37, -0.24, -1.62], [-0.81, 0.15, -0.73], [-0.13, -0.02, -0.51], [0.53, 0.66, -0.27], [0.39, -0.31, 1.10], [-0.26, -0.43, 0.41], [-0.36, 0.29, -0.51], [0.39, 1.35, -0.91], [0.17, -0.52, 0.30], [-0.31, 0.90, 0.69], [-0.49, 1.32, -0.38], [-1.80, 1.85, 1.88], [1.64, 0.52, -0.40]], "nbo_charge": [-0.5778, 0.3749, -0.8567, 1.6603, -1.1264, -1.1514, -0.2593, -0.6084, -0.5819, 0.1930, 0.2160, -0.2257, 0.2491, 0.2489, 0.2348, 0.2555, 0.2384, 0.2519, 0.2121, 0.2089, 0.2083, 0.2186, 0.2083, 0.2071, 0.2016], "energy_ev": -17442.9990, "molar_mass_g_mol": 144.29, "e_above_lowest_ev": 1.860, "orbital_gap_ev": 9.70, "smiles": "C=C(O[SiH](C)C)C(C)C"}

=====

No. 5
{"formula": "C2H8NO", "method": "wB97M-V/def2-TZVPD", "elements": ["O", "H", "C", "N", "C", "H", "H", "H", "H", "H", "H", "H"], "coordinates": [[-1.403135, 1.702654, -2.126410], [-2.344940, 1.270539, -2.059076], [-0.747298, -0.423643, 0.783950], [0.660031, -0.423665, 0.164164], [1.660359, -0.890123, 1.125594], [-1.334496, 0.009697, 0.034931], [-1.010809, -1.479425, 0.806938], [-0.848293, 0.166147, 1.728752], [0.903796, 0.501319, -0.170229], [1.536204, -0.491415, 2.161246], [2.659886, -0.789495, 0.572344], [1.565145, -1.960339, 1.329957]], "forces_ev_per_angstrom": [[-2.53, -1.23, 0.38], [2.56, 1.20, -0.21], [2.70, -0.18, -0.69], [-1.19, -0.38, 1.80], [0.49, -0.18, -1.00], [-1.13, 0.97, -1.09], [-0.20, -0.01, 0.77], [0.20, -0.73, -0.40], [-0.36, 0.01, -0.04], [0.71, 0.58, -0.58], [-1.01, 0.22, 1.50], [-0.23, -0.26, -0.44]], "nbo_charge": [-1.3626, 0.3719, -0.4409, -0.6131, -0.4223, 0.2595, 0.1721, 0.1532, 0.3732, 0.1500, 0.1924, 0.1668], "energy_ev": -5739.6643, "molar_mass_g_mol": 62.09, "e_above_lowest_ev": 1.509, "total_charge": -1, "orbital_gap_ev": 5.90}

=====

No. 6
{"formula": "C31H29I2N6O2Ti", "method": "wB97M-V/def2-TZVPD", "elements": ["Ti", "C", "C", "C", "C", "N", "C", "C", "C", "C", "C", "C", "N", "C", "C", "C", "C", "C", "N", "H", "H", "H", "H", "H", "H", "H", "H", "H", "H", "H", "I", "C", "C", "C", "I", "C", "O", "C", "C", "N", "C", "C", "C", "C", "C", "C", "N", "C", "H", "H", "H", "H", "H", "H", "H", "H", "H", "H", "H", "C", "N", "C", "C", "O", "H", "H", "H", "H", "H", "H", "H"], "coordinates": [[-0.051076, -0.061313, -0.168328], [-3.628776, -2.002013, 1.750072], [-3.367876, -3.351713, 1.548972], [-2.259776, -3.714513, 0.798372], [-1.436776, -2.712413, 0.286172], [-1.677976, -1.405313, 0.506372], [-2.755276, -1.068413, 1.213772], [-0.331376, -2.954013, -0.653228], [0.209124, -4.197113, -0.976928], [1.159024, -4.264213, -1.985228], [1.523724, -3.107913, -2.657928], [0.965024, -1.891413, -2.263328], [0.071424, -1.834513, -1.270228], [1.230124, -0.588913, -2.901628], [1.881524, -0.465713, -4.129228], [2.010424, 0.783687, -4.714728], [1.498424, 1.882687, -4.042528], [0.855424, 1.676887, -2.828928], [0.714924, 0.480387, -2.256228], [-4.497176, -1.676713, 2.301972], [-4.030676, -4.103813, 1.951072], [-2.062276, -4.751613, 0.578472], [-2.944476, -0.006413, 1.339072], [-0.081376, -5.092213, -0.454428], [1.612824, -5.208413, -2.244128], [2.244924, -3.155113, -3.454928], [2.268824, -1.330613, -4.641528], [2.477624, 0.887087, -5.681628], [1.588324, 2.872487, -4.462228], [0.407024, 2.522987, -2.315228], [6.322124, 1.595087, 3.691272], [4.720224, 0.932787, 2.499572], [4.569724, -0.426313, 2.228872], [3.505624, -0.831913, 1.458472], [3.130424, -2.864713, 1.044172], [2.589724, 0.079887, 0.913372], [1.570924, -0.346013, 0.194972], [2.739724, 1.448587, 1.205272], [1.818524, 2.467787, 0.574872], [0.396524, 2.061187, 0.455872], [-0.376576, 2.301687, 1.688472], [-0.128476, 1.167487, 2.643272], [0.017424, 1.329187, 4.015672], [0.296624, 0.212887, 4.788772], [0.444624, -1.013813, 4.154472], [0.255524, -1.090113, 2.786772], [-0.052076, -0.024813, 2.043272], [3.805524, 1.853187, 1.991272], [5.271924, -1.149813, 2.616272], [2.190324, 2.666187, -0.440728], [1.893924, 3.405387, 1.144872], [-0.004576, 2.674787, -0.254028], [-1.446776, 2.311587, 1.439372], [-0.119876, 3.265687, 2.146472], [-0.103976, 2.299787, 4.472972], [0.413624, 0.294787, 5.859172], [0.687424, -1.902113, 4.711172], [0.356824, -2.032013, 2.256872], [3.945324, 2.905587, 2.182972], [-3.114976, 3.181087, -1.357328], [-3.428076, 1.851687, -1.838328], [-4.600176, 1.774887, -2.681928], [-2.673776, 0.819287, -1.562228], [-1.629576, 0.869387, -0.853328], [-3.985176, 3.608487, -0.856528], [-2.844076, 3.830587, -2.191028], [-2.284876, 3.140687, -0.653928], [-4.402876, 2.241887, -3.647128], [-5.419576, 2.318787, -2.215128], [-4.903376, 0.745787, -2.843328], [-3.017576, -0.136313, -1.985628]], "forces_ev_per_angstrom": [[-2.14, 0.39, -0.02], [0.20, 0.00, -0.15], [0.08, 0.18, -0.01], [0.24, 0.35, -0.14], [-0.51, -0.36, 0.21], [0.30, -0.79, -0.15], [-0.34, 0.19, 0.20], [0.14, -0.59, -0.22], [-0.10, 0.43, 0.01], [-0.10, 0.26, 0.07], [-0.20, 0.40, 0.19], [0.26, -0.53, -0.35], [0.03, -0.39, -0.39], [0.29, 0.20, -0.52], [-0.20, -0.04, 0.38], [-0.14, 0.02, 0.28], [-0.06, -0.21, 0.07], [-0.06, 0.33, -0.08], [0.18, -0.27, -0.01], [-0.03, 0.05, 0.03], [-0.02, -0.06, 0.02], [0.05, -0.08, 0.01], [0.11, -0.08, 0.09], [-0.15, -0.08, 0.10], [0.01, -0.10, -0.06], [0.10, 0.04, -0.11], [-0.01, -0.15, 0.00], [0.11, 0.04, -0.05], [-0.09, 0.10, 0.06], [0.08, -0.09, -0.01], [-0.40, -0.17, -0.31], [0.26, 0.16, 0.19], [0.13, 0.23, 0.15], [-0.82, -0.44, -0.68], [0.35, 0.25, 0.19], [2.17, 0.86, 1.51], [1.49, -0.82, -0.13], [-0.36, -0.61, -0.29], [0.70, 0.12, -0.01], [-0.17, 0.20, -0.49], [-0.28, 0.05, 0.55], [0.05, 0.36, 0.26], [-0.13, -0.15, -0.23], [0.01, -0.04, -0.22], [-0.10, 0.06, -0.19], [-0.03, -0.38, 0.16], [-0.13, 0.67, 0.20], [0.16, -0.12, 0.04], [0.02, -0.01, 0.05], [-0.20, 0.02, 0.17], [-0.08, -0.17, -0.21], [0.02, -0.19, 0.09], [0.20, 0.12, -0.05], [-0.07, -0.16, -0.14], [0.08, 0.11, -0.05], [0.01, 0.03, 0.06], [0.06, -0.16, 0.06], [0.02, 0.03, 0.12], [0.00, 0.14, 0.12], [0.30, 0.53, 0.31], [0.68, -0.28, 0.41], [-0.59, -0.11, -0.53], [-0.87, -0.08, -0.48], [-0.64, 0.87, -0.15], [0.04, -0.08, -0.05], [-0.06, -0.05, -0.03], [-0.11, 0.00, -0.07], [0.08, 0.00, 0.02], [0.02, -0.08, 0.09], [0.03, -0.11, 0.02], [0.14, 0.20, 0.11]], "nbo_charge": [1.8611, -0.2034, -0.0988, -0.2089, 0.2412, -0.5181, 0.0620, 0.1706, -0.1490, -0.1027, -0.1825, 0.2235, -0.5124, 0.1720, -0.1820, -0.1014, -0.2009, 0.0674, -0.4943, 0.2631, 0.2653, 0.2530, 0.2184, 0.2469, 0.2647, 0.2555, 0.2497, 0.2642, 0.2613, 0.1950, 0.2780, -0.1301, -0.2513, -0.1736, 0.2049, 0.2626, -0.6774, -0.0936, -0.2384, -0.6230, -0.2572, 0.2184, -0.2170, -0.0931, -0.2119, 0.0591, -0.5251, -0.2169, 0.2641, 0.2354, 0.2321, 0.4048, 0.2318, 0.2416, 0.2558, 0.2616, 0.2601, 0.2257, 0.2440, -0.4285, -0.3105, -0.4220, 0.5640, -0.7512, 0.2487, 0.2419, 0.2054, 0.2394, 0.2428, 0.2337, 0.1845], "energy_ev": -84950.9539, "molar_mass_g_mol": 819.29, "e_above_lowest_ev": 0.750, "total_charge": 3, "orbital_gap_ev": 5.79}